A 10-piece molecular cluster, C40H70F6O20 overall. Source: the Open Molecules 2025 dataset; level of theory: ωB97M-V/def2-TZVPD.

Element x y z (Å)
1 H 35.704132 6.367628 1.587820
2 O 36.361622 6.664040 -2.417079
3 H 26.766993 2.940964 -0.326183
4 O 31.275369 7.438624 -1.308404
5 O 34.545560 1.572838 -4.429878
6 C 29.848399 0.065514 -3.947480
7 H 31.181611 6.521963 2.803657
8 O 34.455294 8.545709 3.685554
9 C 29.406697 3.439319 -5.515194
10 C 30.651194 5.433686 -2.381583
11 C 25.646075 7.312824 -5.777417
12 O 27.342055 1.331901 -1.510476
13 H 28.603404 6.069310 -1.990860
14 H 34.312053 10.544984 4.249165
15 H 33.050676 11.247770 2.465819
16 C 31.882910 3.024690 1.449047
17 O 32.427091 3.224730 0.352521
18 O 35.225302 6.727750 -0.464235
19 C 36.600033 8.115945 0.776481
20 C 27.358121 6.192813 1.166882
21 H 31.564242 9.408920 0.595034
22 O 27.880166 -1.477124 -1.623752
23 H 32.503150 5.814821 -1.241785
24 O 30.606471 4.171335 -5.578702
25 O 24.410180 8.005580 -5.482193
26 H 27.053209 7.581371 2.867324
27 H 25.248166 8.374444 1.528581
28 C 26.127502 8.234694 0.899822
29 C 35.132339 3.633881 -3.508183
30 F 29.859169 2.156649 2.353771
31 H 25.567020 6.225983 -5.752409
32 H 29.237138 2.914937 -6.455603
33 H 36.189611 9.109668 0.597095
34 H 29.749326 6.134687 -6.046074
35 C 27.194230 7.556563 1.786767
36 C 33.340961 2.307649 -4.487025
37 H 33.817061 4.329919 -5.083210
38 H 30.456894 -0.805792 -4.189668
39 H 29.664637 10.834677 -0.492661
40 F 30.658155 1.227213 0.617228
41 C 28.030300 12.253514 -0.569048
42 H 27.605678 11.774601 0.313244
43 H 32.221200 6.811047 1.341152
44 H 36.537962 8.268837 4.006690
45 O 32.015259 3.792322 2.586674
46 C 35.551362 8.163018 4.457809
47 C 33.818296 3.729349 -4.173591
48 O 30.177204 12.851292 -0.114858
49 H 30.378896 4.705440 -1.617634
50 C 35.561881 2.234909 -3.906130
51 O 23.761670 6.450807 -3.843842
52 H 25.989731 7.627267 -6.762869
53 C 27.608101 2.590505 -0.924370
54 H 29.918343 0.163783 -2.864172
55 H 32.253791 11.001855 0.032690
56 F 22.812536 9.379765 -3.414448
57 H 32.584222 1.933127 -3.797690
58 H 28.135691 8.081283 1.624230
59 H 27.274531 -3.582742 -1.650325
60 H 27.833361 3.323155 -1.699344
61 H 26.556455 7.399302 -3.756470
62 H 32.537279 6.762188 -2.735690
63 C 26.867213 0.384527 -0.582114
64 H 32.400982 9.666972 2.846922
65 H 32.703379 9.511209 -0.734935
66 H 38.050222 6.690681 0.102956
67 H 31.390619 5.941627 -6.325352
68 O 30.198869 1.211366 -4.768865
69 H 33.147704 4.328028 -3.557169
70 C 36.330225 6.894705 -1.214314
71 H 29.779064 11.918625 -1.871996
72 C 33.266520 10.180027 2.427755
73 H 27.634275 7.365771 -5.227597
74 H 33.554832 4.998517 1.864882
75 C 23.619639 7.517794 -4.445290
76 H 29.270259 6.876746 -3.454411
77 C 26.585876 -0.925464 -1.331409
78 C 31.883904 6.313285 -1.987562
79 F 31.709381 0.961767 2.437529
80 C 29.980359 7.604728 -1.590976
81 C 26.045358 7.298065 -0.319817
82 H 28.429339 2.154416 -4.111763
83 H 35.080327 3.638109 -2.419436
84 H 24.998834 7.037524 -0.477936
85 F 21.405845 7.833918 -3.652424
86 H 35.436630 10.241317 3.001365
87 H 28.454298 2.594416 -0.237315
88 O 29.895484 14.902553 0.813329
89 H 35.550459 8.776199 5.358992
90 H 33.108577 5.470061 3.374603
91 C 29.505570 6.415222 -2.495386
92 O 33.529937 9.751131 1.102114
93 C 30.462035 5.371834 -6.359442
94 F 21.939924 8.949668 -5.404547
95 C 29.467227 2.359400 -4.374198
96 H 25.907952 -0.799894 -2.175649
97 H 32.970384 2.265740 -5.511229
98 H 27.369686 13.996047 0.483719
99 H 38.029967 8.194472 -0.843144
100 H 27.921653 14.461963 -1.200037
101 H 30.904293 4.874941 -3.282603
102 H 25.957165 0.687939 -0.064575
103 C 35.435657 7.148319 0.876100
104 C 26.714493 7.741399 -4.779257
105 C 32.439396 9.945894 0.229158
106 O 29.269065 8.536026 -1.174703
107 H 28.840025 -0.146031 -4.303210
108 H 35.352224 7.105621 4.632036
109 O 26.766006 6.068837 -0.077318
110 H 30.854511 5.677219 1.319213
111 H 26.826383 8.811315 -4.603603
112 H 35.843725 4.411791 -3.785474
113 O 27.982880 5.241770 1.680963
114 H 34.507070 7.646677 1.154425
115 C 22.402739 8.412288 -4.267470
116 C 28.050992 13.799570 -0.344123
117 H 29.983143 2.668095 -3.464995
118 C 37.411796 7.470458 -0.312317
119 C 29.440577 13.939830 0.221659
120 H 28.486591 4.017581 -5.430842
121 O 36.630633 1.648658 -3.815359
122 H 26.119909 -1.667976 -0.683612
123 H 27.284419 -2.753506 -3.174744
124 C 27.762435 -2.774685 -2.195383
125 H 30.332851 5.111772 -7.410058
126 C 32.649275 5.080785 2.465967
127 C 34.450841 9.938368 3.354260
128 C 31.661654 6.083321 1.928871
129 H 26.480072 9.205649 0.551893
130 C 30.993170 1.817394 1.747375
131 H 27.373818 12.044893 -1.413802
132 H 37.160430 8.217116 1.705891
133 H 28.754915 -3.188383 -2.374089
134 C 29.484369 11.857202 -0.824392
135 H 26.500348 7.888047 -1.115440
136 H 27.608689 0.210173 0.197578

Forces on atoms 1 to 2 (eV/Å):
-0.2960 -0.6182 -0.3755
-0.1438 0.2885 2.2788

Computed properties:
SMILES string	CCOC(=O)C(F)(F)F.CCOC(=O)C(F)(F)F.O=C1CCCO1.O=C1CCCO1.O=C1CCCO1.O=C1CCCO1.O=C1CCCO1.COCCOC.COCCOC.COCCOC
LUMO level	0.16	eV
net charge	0
electronic energy	-3670.0152	a.u.

Here are the Löwdin charges for atoms 1 to 99, given in e:
1. H 0.128
2. O 0.091
3. H 0.086
4. O -0.010
5. O 0.042
6. C -0.073
7. H 0.086
8. O -0.205
9. C -0.187
10. C -0.125
11. C -0.187
12. O -0.181
13. H 0.106
14. H 0.122
15. H 0.127
16. C -0.302
17. O 0.127
18. O 0.025
19. C -0.162
20. C -0.412
21. H 0.081
22. O -0.189
23. H 0.112
24. O -0.195
25. O 0.004
26. H 0.129
27. H 0.113
28. C -0.134
29. C -0.076
30. F 0.181
31. H 0.125
32. H 0.124
33. H 0.118
34. H 0.066
35. C -0.071
36. C -0.132
37. H 0.120
38. H 0.087
39. H 0.091
40. F 0.174
41. C -0.142
42. H 0.108
43. H 0.068
44. H 0.076
45. O 0.019
46. C -0.122
47. C -0.163
48. O 0.009
49. H 0.113
50. C -0.475
51. O 0.143
52. H 0.125
53. C -0.099
54. H 0.084
55. H 0.085
56. F 0.147
57. H 0.121
58. H 0.120
59. H 0.082
60. H 0.077
61. H 0.066
62. H 0.133
63. C -0.204
64. H 0.128
65. H 0.089
66. H 0.134
67. H 0.085
68. O -0.205
69. H 0.090
70. C -0.442
71. H 0.131
72. C -0.187
73. H 0.059
74. H 0.105
75. C -0.307
76. H 0.106
77. C -0.179
78. C -0.095
79. F 0.202
80. C -0.412
81. C -0.148
82. H 0.113
83. H 0.133
84. H 0.127
85. F 0.199
86. H 0.126
87. H 0.073
88. O 0.101
89. H 0.090
90. H 0.123
91. C -0.053
92. O -0.196
93. C -0.089
94. F 0.175
95. C -0.190
96. H 0.127
97. H 0.126
98. H 0.123
99. H 0.129